[1]
Here is a structure of composition C3H4O3Tl in a non-equilibrium geometry from the OMol25 dataset. Energies are from ωB97M-V/def2-TZVPD.

Computed properties:
- F_max: 3.8 eV Å⁻¹
- LUMO: 2.8 eV
- 2S+1: 1
- HOMO: -2.45 eV
- Energy: -514.87364 hartree
- Net charge: -1

Cartesian coordinates (Å):
O (-0.89025, -0.73628, 0.36403)
C (-1.42953, 0.54049, 0.28913)
O (-1.18851, 1.33780, 1.22622)
O (-2.09348, 0.75328, -0.73549)
C (0.37959, -0.89916, 0.94655)
H (0.40921, -1.73912, 1.65178)
C (1.48994, -0.64716, 0.13776)
H (1.37898, 0.09589, -0.65981)
H (2.48926, -0.75812, 0.58110)
Tl (0.69040, 1.45487, 2.36288)
H (1.92326, -1.77256, -1.02788)



[2]
Here is a structure of composition C3H4O3Zn in a non-equilibrium geometry from the OMol25 dataset. Energies are from ωB97M-V/def2-TZVPD.

Computed properties:
- F_max: 7.3 eV Å⁻¹
- LUMO (alpha / beta): -1.0 / -1.0 eV
- 2S+1: 1
- HOMO (alpha / beta): -8.67 / -8.67 eV
- Energy: -2121.55883 hartree

Cartesian coordinates (Å):
H (3.33052, 0.09914, 0.88756)
Zn (2.07820, -0.61227, 0.11694)
O (-1.41189, -0.62529, -1.46950)
C (-0.77251, -1.43243, -0.73446)
C (-0.72080, 1.17307, -0.18717)
O (0.38556, -1.82887, -1.01771)
O (-0.86004, -0.98805, 0.57582)
C (-0.23665, 0.26435, 0.76231)
H (-0.08326, 1.96971, -0.57711)
H (-1.76905, 1.48217, -0.14389)
H (0.05992, 0.49846, 1.78720)



Sequential ΔE to the lowest compared entry with this formula, charge and spin output: 42.4 58.2 kcal/mol